ORCA calculation (ωB97M-V/def2-TZVPD) on 14 unconnected molecules or ions with the total composition C20H68O24.

XYZ file:
```
112
Properties=species:S:1:pos:R:3
O 3.89321 1.31670 1.74698
O 1.70448 -0.25467 1.32925
O 4.84091 -4.89494 -1.58463
O 1.75658 2.15956 3.36788
O -4.45308 3.92307 -2.52688
O -0.72397 1.29550 -0.45408
O -0.57199 1.56107 -3.20596
O 3.49021 -1.85656 3.14831
O -4.83738 0.79248 -0.65266
O -1.35093 -2.00216 4.56371
O 4.85388 -1.78278 0.29222
O -0.45949 -4.44452 -2.61574
O 1.87498 -0.36444 -4.93764
O -3.30754 -0.90901 -3.90325
O -1.86598 5.77365 -1.73248
O -2.90065 0.30467 1.11178
O 0.74907 -2.83810 1.73045
O -1.51345 3.88857 0.32428
O 1.78244 -2.60469 -3.35552
O 2.10587 3.92055 1.25226
O -0.12104 0.68644 6.00854
O -1.71469 -1.71188 -0.68174
O -2.64600 1.97305 4.20594
O 3.25300 -0.28735 -1.55204
C 4.61883 -3.12294 0.12850
C -4.40146 2.10933 -0.78631
C 0.68212 1.76772 4.14654
C -0.47656 4.51807 -0.35396
C -4.71917 2.56092 -2.25456
C 0.30763 -2.88676 3.06648
C -0.04431 0.41721 -3.72715
C 0.53665 -0.16433 0.61324
C -0.76765 -1.86099 3.29848
C -3.19460 1.03528 3.31063
C -2.57481 1.33862 1.97958
C -3.07004 -0.86626 -2.51516
C 1.06288 1.02238 5.39444
C 0.92996 -4.69652 -2.60760
C -0.87477 4.80359 -1.79764
C 0.49766 1.29008 0.12957
C 1.34434 0.78854 -4.35492
C 5.08086 -3.52514 -1.29960
C 1.47808 -3.35038 -2.23633
C -2.00883 -1.89574 -2.07796
H 1.19216 -1.05483 -5.05651
H -0.58332 0.12604 5.39649
H 0.02029 1.16496 3.59201
H -3.33365 2.38552 -0.63649
H -0.16242 5.46573 0.15389
H -4.93965 2.80779 -0.17636
H -1.04164 0.44914 -0.42652
H -1.81294 -2.58461 -0.35586
H -5.84959 0.72494 -0.77498
H -1.36307 3.93422 -2.19847
H -5.77649 2.34401 -2.42048
H 3.61819 -3.44611 0.37348
H -3.71403 0.43825 0.69180
H -1.31178 2.93947 0.40084
H -2.34626 1.53366 5.00769
H 1.29727 1.39511 -0.54120
H -5.33881 4.22101 -2.71116
H 1.68480 4.52567 1.84177
H 5.21271 -3.65198 0.90208
H 0.35903 3.88398 -0.40733
H 0.00722 5.06651 -2.30816
H 1.08814 -5.36983 -1.79835
H -0.34618 -0.44344 1.19338
H -2.96585 0.00243 3.56662
H 2.84764 -0.76949 -2.22008
H -2.89153 2.32314 1.61262
H -2.62376 -0.01230 -2.17459
H 5.13489 -5.11874 -2.43211
H -0.96172 -4.52697 -3.47545
H 2.39866 -3.64368 -1.63965
H 3.55392 1.67257 0.93820
H -3.63291 -1.77286 -4.16968
H -4.13308 1.86362 -2.82141
H -2.49959 -2.82909 -2.38133
H 0.83266 -2.79057 -1.55036
H 1.23976 -2.67407 3.66111
H -0.11775 -3.88078 3.19849
H 1.75696 1.59487 5.98962
H 0.48394 -0.82720 -0.25717
H 3.33227 -1.52993 4.02901
H -0.60360 -0.17601 -4.37717
H 3.20132 0.71975 2.01924
H 1.13152 1.54571 -5.02834
H 0.55693 2.05874 1.02342
H -1.52358 -1.78502 2.49812
H 1.51309 0.06543 5.26871
H 2.19589 3.18896 1.84560
H 4.18992 -1.24879 -0.21223
H 3.84389 0.36395 -1.96614
H -2.29782 5.87055 -2.62186
H 4.26261 -1.41552 2.77723
H 0.16367 -3.32492 1.20974
H 2.07630 1.26001 -3.71170
H 2.51883 1.71309 3.58882
H 0.12757 2.69651 4.34028
H -1.95963 -2.73833 4.64971
H -1.14176 -1.93118 -2.75640
H -1.47806 1.40231 1.98075
H 0.25954 -0.21060 -2.82092
H 4.61748 -3.01360 -2.17008
H -0.50466 1.65311 -2.19801
H -4.03756 -0.97164 -1.91612
H 1.83843 -1.17202 1.52982
H 1.41630 -5.14983 -3.52914
H 1.33125 -3.04775 -4.07076
H 6.21317 -3.46417 -1.36090
H -4.25636 1.16749 3.21142
H -0.21436 -0.91926 3.24627
```

## Properties
* E_tot: -2608.232648 Ha
* M: 692.74 g mol⁻¹
* net charge: 0
* HOMO: -9.145 eV
* gap between HOMO and LUMO: 0.32763 Eh


ORCA calculation (ωB97M-V/def2-TZVPD) on a single C5H12N2O molecule.

XYZ file:
```
20
Properties=species:S:1:pos:R:3
O -0.25386 -0.04119 0.95998
N 0.87242 0.46053 1.62879
N -0.81008 1.40954 -1.74313
C -1.31216 -1.10148 -0.70895
C 0.32419 0.61791 -1.35295
C 0.39708 1.11953 2.59019
C 0.96832 -1.83189 -0.45912
C 0.05155 -0.56367 -0.33662
H -0.72256 2.42556 -1.36024
H 1.09141 1.27425 -1.12152
H 0.63963 0.18255 -2.30086
H 0.65776 -2.56498 0.34675
H -0.62651 1.36652 2.80152
H -1.64837 -1.91106 -0.09005
H -0.80856 1.47886 -2.70529
H 0.85376 -2.26374 -1.41360
H -1.29052 -1.57961 -1.69415
H -2.17652 -0.41965 -0.77415
H 2.02517 -1.68040 -0.29509
H 1.02583 1.48838 3.33186
```

## Properties
* E_tot: -382.349599 Ha
* SMILES: C=NOC(C)(C)CN
* M: 116.16 g mol⁻¹
* net charge: 0
* HOMO: -9.081 eV
* gap between HOMO and LUMO: 0.37008 Eh


ORCA calculation (ωB97M-V/def2-TZVPD) on a single C20H13ClN4O2 molecule.

XYZ file:
```
40
Properties=species:S:1:pos:R:3
Cl -0.56833 4.82920 -0.00729
O 0.77275 -0.13052 -0.62564
O 0.12165 3.20236 2.48240
N 0.70146 1.31584 1.29197
N -1.11950 3.87254 -3.67904
N -2.63051 1.22389 -1.51021
N -1.67926 -0.23848 -2.96331
C 0.08613 2.15275 -0.81186
C 2.60688 -0.91953 4.19029
C -4.91369 -2.14970 -2.41717
C -4.78846 0.03839 -1.28067
C -2.92462 -0.75982 -2.56923
C 0.48863 0.98843 -0.03541
C -3.62367 -1.93263 -2.82694
C 1.28085 0.57598 2.21390
C 1.39304 -0.25307 4.53040
C -0.77359 -0.74771 -3.91987
C -5.54454 -1.04237 -1.71982
C -1.60146 0.97824 -2.29516
C -0.67103 3.01316 -3.01789
C -3.52505 0.21185 -1.84165
C -0.35007 1.86931 -2.23060
C 0.25812 2.59217 1.43781
C 0.77015 0.43181 3.52854
C 3.12709 -0.83362 2.86840
C -0.06456 3.18911 0.13326
C 2.47977 -0.15379 1.87147
H 4.04128 -1.33737 2.74450
H -0.45924 -1.70120 -3.54648
H -3.22173 -2.71031 -3.45855
H -5.48111 -3.09954 -2.60346
H 0.10853 -0.09218 -4.11452
H -1.23444 -0.95528 -4.89443
H -6.55449 -1.13615 -1.47805
H -5.16164 0.83427 -0.53631
H -0.29660 0.70837 3.73232
H 0.45511 1.35014 -2.80025
H 0.91550 -0.33915 5.61208
H 2.86453 -0.05883 0.81863
H 3.13217 -1.40610 4.99433
```

## Properties
* E_tot: -1599.578620 Ha
* SMILES: Cn1c([C@@H](C#N)C2=C(Cl)C(=O)N(c3ccccc3)C2=O)nc2ccccc21
* M: 376.80 g mol⁻¹
* net charge: 0
* HOMO: -8.835 eV
* gap between HOMO and LUMO: 0.26643 Eh


ORCA calculation (ωB97M-V/def2-TZVPD) on a single C6H12O molecule.

XYZ file:
```
19
Properties=species:S:1:pos:R:3
O -0.47271 0.75628 0.46794
C 0.89456 0.78632 0.22025
C 1.68150 -0.47173 -0.07387
C -1.22881 0.86885 -0.72346
C 1.85101 0.28264 1.23383
C 0.95616 -1.82462 0.10036
C -2.69060 0.68422 -0.37250
H -0.00531 -1.81195 -0.41517
H -0.89608 0.10615 -1.44396
H 1.55813 -2.64916 -0.28882
H -3.01788 1.45853 0.32847
H 2.69639 0.89460 1.54888
H 1.20423 1.66852 -0.35503
H 0.70735 -2.10033 1.13798
H -2.83976 -0.29115 0.10073
H -3.30992 0.73982 -1.27352
H -1.06393 1.85402 -1.19469
H 2.47142 -0.46426 -0.81878
H 1.50923 -0.53834 1.84314
```

## Properties
* E_tot: -310.986766 Ha
* SMILES: CCO[C@H]1C[C@H]1C
* M: 100.16 g mol⁻¹
* net charge: 0
* HOMO: -9.318 eV
* gap between HOMO and LUMO: 0.38526 Eh


Maximum force / eV Å⁻¹: 6.38 4.46 6.85 1.80